(1)
{
  "formula": "C25H35F2N2O9PSSi",
  "method": "ωB97M-V with the def2-TZVPD basis set",
  "elements": ["C", "C", "O", "N", "C", "C", "C", "C", "C", "O", "C", "O", "C", "C", "C", "N", "C", "F", "F", "C", "C", "Si", "C", "C", "C", "C", "C", "C", "C", "C", "C", "S", "C", "O", "O", "C", "H", "H", "H", "H", "H", "H", "H", "H", "H", "H", "H", "H", "H", "H", "H", "H", "H", "H", "H", "H", "H", "H", "H", "H", "H", "H", "H", "H", "H", "H", "H", "H", "H", "H", "H", "O", "P", "O", "O", "O"],
  "xyz": [[-5.689, 1.200, -2.415], [-5.335, -0.344, -2.618], [-4.591, -0.634, -3.550], [-5.905, -1.367, -1.770], [-6.920, -0.829, -0.831], [-4.858, -2.211, -1.098], [-4.830, -2.104, 0.499], [-3.611, -3.033, 1.049], [-2.526, -2.198, 1.863], [-2.290, -2.725, 3.202], [-1.780, -1.730, 4.071], [-2.138, -1.746, 5.248], [-0.764, -0.718, 3.498], [0.451, -1.293, 2.716], [1.463, -0.386, 2.151], [1.398, 1.058, 2.294], [2.435, 1.848, 1.690], [3.619, 1.058, 1.459], [2.906, 2.928, 2.455], [1.972, 2.281, 0.206], [2.258, 1.122, -0.878], [3.780, 1.447, -1.987], [3.374, 0.611, -3.688], [4.269, 3.278, -2.160], [5.188, 0.346, -1.241], [6.453, 0.876, -0.651], [7.411, -0.148, -0.071], [7.094, -1.622, -0.076], [5.826, -2.146, -0.696], [4.884, -1.146, -1.269], [0.229, 1.641, 3.011], [-0.059, 3.406, 3.247], [-0.024, 4.422, 1.723], [0.889, 4.007, 4.243], [-1.425, 3.616, 3.841], [-0.844, 0.760, 3.618], [-4.906, 1.855, -2.913], [-6.682, 1.461, -2.908], [-5.713, 1.501, -1.327], [-7.443, -1.641, -0.238], [-7.736, -0.355, -1.474], [-6.534, -0.019, -0.144], [-4.939, -3.310, -1.387], [-3.850, -1.822, -1.456], [-4.657, -1.010, 0.741], [-5.761, -2.524, 0.994], [-3.094, -3.483, 0.131], [-4.028, -3.910, 1.641], [-1.587, -2.167, 1.222], [-2.956, -1.152, 2.007], [0.559, -2.407, 2.555], [2.285, -0.915, 1.593], [0.835, 2.321, 0.272], [2.393, 3.284, -0.099], [2.315, 0.095, -0.414], [1.352, 1.110, -1.572], [4.364, 0.243, -4.099], [2.744, -0.307, -3.466], [2.849, 1.354, -4.353], [3.407, 3.957, -2.444], [4.998, 3.334, -3.040], [4.838, 3.675, -1.264], [6.666, 1.985, -0.621], [8.379, 0.136, 0.426], [7.780, -2.395, 0.381], [5.584, -3.240, -0.690], [3.913, -1.521, -1.721], [-0.529, 5.408, 1.981], [-0.658, 3.959, 0.898], [1.019, 4.656, 1.357], [-1.708, 1.211, 4.185], [-1.243, -2.589, -1.408], [-1.161, -3.778, -2.368], [-0.556, -3.329, -3.699], [-2.567, -4.332, -2.603], [-0.277, -4.867, -1.758]],
  "atomic_forces_ev_per_a": [[-0.094, 0.148, 0.066], [0.350, 0.015, -1.154], [-0.996, 0.313, 1.638], [0.409, 1.845, 0.893], [-1.323, 0.458, -0.588], [1.041, -0.671, 0.525], [0.710, -0.840, -0.311], [0.065, 0.019, -0.658], [-0.739, 0.392, -1.059], [0.610, 1.411, 0.069], [0.534, 0.966, 0.736], [0.252, -0.120, -1.882], [0.564, 1.377, -0.506], [1.587, 3.485, -1.126], [-3.304, -3.361, 1.778], [1.353, -0.800, 0.517], [0.457, -0.562, -1.974], [-1.575, 0.845, 0.858], [-1.083, -1.284, -0.876], [-0.676, -0.607, 0.541], [-0.762, 0.905, 0.038], [-0.220, -1.358, 0.240], [0.497, -0.045, 0.566], [0.822, 0.531, -0.758], [1.595, -1.402, 0.755], [-0.488, -3.914, 0.130], [-2.112, -1.256, -0.752], [-1.918, 1.600, -1.280], [0.612, 3.577, 0.171], [2.330, 0.521, 1.163], [-2.946, -0.175, 1.014], [-0.729, 0.207, 4.327], [-0.349, 0.815, -0.967], [-0.320, -0.763, -2.658], [1.387, -1.008, -2.112], [2.143, -2.117, -1.173], [-0.839, -1.237, 0.469], [1.107, -0.445, 0.759], [-0.164, -0.391, -1.187], [0.931, 0.874, -0.729], [0.945, -0.503, 0.890], [-0.414, -1.050, -0.481], [0.060, 1.506, 0.162], [-1.162, -0.881, 0.347], [-0.304, -1.343, 0.126], [0.891, 0.943, -0.728], [-0.631, 0.606, 1.335], [0.543, 1.238, -0.493], [-1.037, 0.105, 1.044], [0.826, -1.211, -0.372], [-0.066, 1.619, 0.143], [-0.811, 1.374, 0.711], [1.533, 0.386, 0.000], [-0.399, -1.063, 0.310], [-0.096, 1.179, -0.442], [1.076, -0.080, 0.843], [-1.224, 0.556, 0.053], [0.523, 1.205, -0.482], [0.506, -1.064, 0.419], [0.918, -0.792, 0.576], [-0.846, -0.062, 1.075], [-0.880, -0.350, -0.899], [-0.222, -1.551, -0.006], [-1.187, -0.086, -0.650], [-0.674, 1.291, -0.529], [0.291, 1.296, -0.025], [1.338, 0.640, 0.629], [0.680, -1.315, 0.079], [0.931, 0.327, 1.172], [-1.121, -0.551, 0.548], [1.282, -0.303, -0.913], [-0.177, -0.382, 0.252], [-0.112, 0.023, -0.017], [-0.044, -0.527, 0.025], [0.036, 0.440, -0.113], [0.306, 0.432, -0.093]],
  "largest_force_ev_per_a": 5.04,
  "orbital_gap_ha": 0.0786,
  "multiplicity": 1,
  "homo_ha": -0.02541,
  "lumo_energy_ev": 1.45,
  "energy_ev": -81329.5757,
  "charge": -2
}

---

(2)
{
  "formula": "C25H35MoN6O2",
  "method": "ωB97M-V with the def2-TZVPD basis set",
  "elements": ["Mo", "N", "C", "C", "N", "C", "C", "N", "C", "C", "N", "H", "H", "H", "H", "H", "H", "H", "H", "H", "H", "H", "H", "H", "H", "H", "H", "H", "H", "C", "C", "O", "C", "C", "C", "N", "N", "C", "O", "C", "C", "C", "C", "C", "C", "H", "H", "H", "H", "H", "H", "H", "H", "H", "H", "H", "H", "C", "C", "C", "C", "C", "C", "C", "H", "H", "H", "H", "H"],
  "xyz": [[1.250, 1.744, -0.205], [-2.237, 2.080, 0.842], [-1.819, 1.419, 2.069], [-0.606, 0.484, 1.989], [-0.860, -0.824, 1.471], [0.180, -1.841, 1.312], [1.592, -1.330, 1.547], [2.603, -2.133, 0.860], [-2.123, -1.203, 0.895], [-2.291, -0.958, -0.603], [-2.568, 0.416, -0.949], [-1.393, 2.335, 0.320], [-3.372, 2.241, -0.813], [-2.653, 0.885, 2.525], [-1.544, 2.203, 2.782], [-0.184, 0.414, 3.004], [0.252, 1.049, 1.493], [0.142, -2.215, 0.285], [-0.031, -2.695, 1.975], [1.888, -1.337, 2.596], [1.654, -0.297, 1.215], [0.998, 0.456, -1.287], [3.436, -1.537, 0.905], [-2.953, -0.763, 1.446], [-2.223, -2.284, 1.047], [-3.072, -1.650, -0.961], [-1.355, -1.258, -1.088], [-0.127, 2.431, -1.035], [-2.589, 0.616, -1.930], [3.069, 2.765, 3.475], [3.340, 1.723, 2.387], [3.590, 0.569, 2.738], [3.283, 2.228, 1.045], [3.502, 1.493, -0.184], [3.328, 2.309, -1.425], [3.603, 0.179, -0.153], [3.679, -0.444, -1.383], [3.059, -1.553, -1.471], [2.266, -2.179, -0.559], [3.067, -2.283, -2.764], [3.557, -1.663, -3.914], [3.571, -2.337, -5.123], [3.088, -3.638, -5.208], [2.593, -4.257, -4.070], [2.581, -3.585, -2.855], [2.948, 2.254, 4.428], [2.179, 3.356, 3.254], [3.915, 3.453, 3.548], [3.276, 3.312, 0.955], [3.752, 3.300, -1.270], [2.211, 2.521, -1.714], [3.711, 1.846, -2.328], [3.924, -0.650, -3.835], [3.954, -1.843, -6.008], [3.096, -4.163, -6.155], [2.214, -5.270, -4.125], [2.198, -4.063, -1.965], [-3.140, 1.437, -0.106], [-4.480, 1.099, 0.548], [-4.979, 1.877, 1.592], [-6.225, 1.614, 2.141], [-6.999, 0.568, 1.656], [-6.515, -0.205, 0.611], [-5.268, 0.062, 0.062], [-4.372, 2.691, 1.967], [-6.594, 2.229, 2.954], [-7.970, 0.359, 2.088], [-7.109, -1.022, 0.221], [-4.896, -0.538, -0.757]],
  "atomic_forces_ev_per_a": [[1.219, -0.283, -0.135], [0.090, -0.077, 0.197], [0.125, -0.070, -0.087], [0.126, -0.073, 0.097], [0.038, -0.009, 0.029], [-0.010, 0.052, 0.070], [-0.277, -0.116, -0.142], [0.098, 0.101, 0.030], [0.075, -0.123, -0.017], [0.043, 0.010, -0.001], [-0.191, -0.160, 0.099], [-0.168, 0.110, -0.100], [-0.012, -0.018, -0.028], [-0.044, 0.030, 0.003], [0.034, -0.003, -0.010], [0.015, -0.013, 0.015], [-0.370, -0.033, -0.113], [0.000, -0.004, 0.024], [-0.024, -0.004, -0.020], [-0.025, -0.031, 0.017], [0.158, 0.078, -0.066], [-0.480, -0.052, -0.116], [-0.043, -0.020, 0.006], [-0.042, 0.034, -0.010], [-0.028, 0.025, 0.012], [-0.029, 0.000, 0.026], [-0.031, 0.020, -0.045], [0.136, 0.137, 0.102], [0.180, 0.068, 0.004], [0.010, 0.014, 0.001], [-0.001, -0.054, 0.021], [0.026, 0.025, 0.025], [-0.299, 0.091, 0.016], [-0.006, 0.344, 0.032], [0.062, 0.082, 0.172], [-0.277, -0.059, 0.005], [0.000, 0.044, 0.109], [0.007, -0.018, -0.085], [0.054, 0.012, 0.052], [0.011, -0.003, 0.039], [0.003, -0.004, -0.006], [-0.003, 0.000, 0.005], [0.000, -0.003, -0.008], [-0.003, 0.001, 0.005], [0.008, -0.006, -0.003], [-0.011, 0.001, 0.001], [0.008, 0.008, -0.008], [0.008, -0.005, 0.005], [0.064, -0.007, -0.035], [-0.062, 0.030, -0.138], [-0.209, -0.018, -0.015], [-0.006, -0.114, 0.036], [-0.001, 0.001, -0.003], [-0.001, 0.000, -0.001], [-0.001, 0.000, 0.000], [-0.001, 0.000, -0.001], [-0.003, -0.001, 0.000], [0.077, 0.060, -0.088], [0.006, 0.001, 0.046], [0.018, -0.009, 0.013], [-0.012, -0.012, -0.002], [0.001, 0.002, 0.009], [0.001, -0.001, -0.002], [-0.010, 0.007, -0.045], [-0.006, 0.001, -0.004], [0.001, 0.001, 0.001], [-0.001, 0.001, 0.000], [-0.001, 0.000, -0.001], [-0.014, 0.012, 0.009]],
  "s2": 2.03,
  "largest_force_ev_per_a": 1.26,
  "orbital_gap_ha": [0.2206, 0.2123],
  "multiplicity": 3,
  "homo_ha": [-0.11994, -0.11172],
  "lumo_energy_ev": [2.74, 2.74],
  "energy_ev": -41377.4074,
  "charge": -1
}

---

(3)
{
  "formula": "C25H35N2",
  "method": "ωB97M-V with the def2-TZVPD basis set",
  "elements": ["C", "C", "C", "C", "C", "C", "H", "H", "C", "H", "H", "C", "N", "H", "C", "C", "C", "C", "C", "C", "C", "H", "H", "H", "H", "H", "H", "H", "C", "C", "H", "H", "C", "N", "C", "H", "C", "H", "H", "H", "C", "C", "C", "H", "C", "H", "H", "C", "H", "H", "H", "H", "H", "H", "H", "H", "H", "H", "H", "H", "H", "H"],
  "xyz": [[2.350, -0.585, 4.861], [1.432, -1.307, 4.119], [1.775, -1.778, 2.861], [3.043, -1.538, 2.338], [3.959, -0.815, 3.095], [3.616, -0.346, 4.350], [4.339, 0.203, 4.933], [4.951, -0.636, 2.705], [3.385, -1.974, 0.936], [4.413, -2.334, 0.889], [2.732, -2.791, 0.626], [3.249, -0.778, -0.013], [1.901, -0.163, 0.130], [1.604, -0.386, 1.100], [1.950, 1.324, 0.056], [0.697, 1.969, 0.585], [0.310, 1.739, 1.903], [-0.843, 2.318, 2.401], [-1.612, 3.142, 1.593], [-1.215, 3.399, 0.293], [-0.064, 2.815, -0.211], [0.248, 3.030, -1.223], [-1.800, 4.053, -0.334], [-2.511, 3.592, 1.983], [-1.137, 2.132, 3.422], [0.915, 1.117, 2.550], [2.792, 1.648, 0.675], [2.147, 1.624, -0.974], [0.889, -0.840, -0.772], [0.862, -0.294, -2.191], [0.466, 0.719, -2.212], [1.854, -0.301, -2.646], [-0.082, -1.204, -3.015], [-1.413, -1.265, -2.488], [-1.437, -1.661, -1.110], [-2.456, -1.608, -0.732], [-0.517, -0.817, -0.191], [-0.900, 0.199, -0.130], [-0.533, -1.247, 0.812], [-1.107, -2.707, -1.049], [-2.419, -0.363, -3.016], [-2.594, 1.004, -2.308], [-3.851, 0.867, -1.455], [-3.629, 0.355, -0.517], [-4.761, 0.011, -2.332], [-5.214, 0.637, -3.102], [-5.562, -0.463, -1.767], [-3.822, -1.013, -2.976], [-4.155, -1.286, -3.974], [-3.783, -1.929, -2.388], [-4.295, 1.832, -1.215], [-2.761, 1.770, -3.067], [-1.722, 1.297, -1.728], [-2.128, -0.192, -4.055], [-0.112, -0.853, -4.046], [0.336, -2.220, -3.019], [1.209, -1.888, -0.818], [3.406, -1.071, -1.052], [4.004, -0.035, 0.249], [1.066, -2.376, 2.304], [0.450, -1.510, 4.518], [2.085, -0.219, 5.841]],
  "atomic_forces_ev_per_a": [[-0.080, -0.012, 0.033], [-0.057, 0.068, 0.061], [0.119, -0.103, 0.044], [-0.016, -0.178, -0.024], [-0.051, 0.005, -0.001], [0.043, 0.055, -0.018], [0.076, 0.056, 0.067], [0.144, 0.028, -0.043], [-0.092, 0.135, 0.071], [-0.017, -0.012, -0.092], [0.030, -0.026, -0.033], [0.596, -0.357, -0.040], [-0.101, -0.150, 0.286], [0.059, 0.125, -0.280], [-0.089, 0.743, 0.072], [-0.002, 0.067, -0.010], [0.056, 0.075, -0.116], [0.028, -0.086, 0.045], [-0.033, 0.012, -0.040], [-0.020, 0.011, 0.001], [0.159, -0.076, 0.065], [0.024, -0.011, -0.138], [-0.073, 0.078, -0.065], [-0.099, 0.057, 0.044], [-0.037, -0.011, 0.116], [0.081, -0.091, 0.116], [-0.003, -0.211, -0.114], [0.046, -0.124, 0.068], [-0.485, -0.040, -0.275], [0.031, -0.277, -0.082], [0.031, 0.118, 0.039], [0.099, 0.059, -0.028], [0.145, 0.148, 0.090], [0.119, -0.170, -0.183], [0.142, 0.056, 0.200], [-0.004, -0.092, 0.054], [-0.229, -0.197, -0.163], [0.006, 0.007, 0.034], [0.019, 0.010, 0.106], [-0.056, -0.029, 0.104], [-0.062, 0.055, -0.114], [-0.005, -0.056, 0.050], [-0.041, 0.127, -0.104], [0.006, -0.025, 0.094], [-0.019, -0.081, 0.071], [-0.074, 0.043, -0.008], [-0.101, 0.022, -0.038], [-0.102, 0.165, -0.043], [0.017, -0.118, -0.026], [0.018, -0.055, 0.001], [-0.016, 0.019, 0.120], [0.005, 0.092, -0.032], [0.091, 0.049, -0.074], [-0.004, -0.013, 0.057], [0.024, -0.049, 0.009], [0.101, 0.012, -0.059], [0.093, 0.087, 0.073], [-0.112, 0.105, 0.014], [-0.152, 0.025, -0.045], [-0.062, -0.068, -0.085], [-0.093, -0.028, 0.058], [-0.022, 0.032, 0.109]],
  "largest_force_ev_per_a": 0.75,
  "orbital_gap_ha": 0.3189,
  "multiplicity": 1,
  "homo_ha": -0.39510,
  "lumo_energy_ev": -2.07,
  "energy_ev": -29467.9802,
  "charge": 1,
  "smiles": "c1ccc(CC[N@@H+](Cc2ccccc2)C2CCN(C3CCCC3)CC2)cc1"
}